one) 10
Properties=species:S:1:pos:R:3:lowdin_charge:R:1 method="wB97M-V/def2-TZVPD" e_homo_ev=-11.31 gap_ev=10.92 lumo_energy_ev=-0.39
C 0.1032 -0.4105 -0.4610 -0.06
C -1.0878 0.2870 0.3789 -0.12
N 1.4033 -0.1325 0.0754 -0.39
O 2.3241 -0.5181 -0.6701 0.06
O 1.5699 0.3849 1.1902 0.07
F -1.3165 1.5316 -0.2576 -0.10
H -0.0124 0.0506 -1.4370 0.13
H -0.1235 -1.5749 -0.3246 0.19
H -0.8113 0.5371 1.4005 0.11
H -2.0490 -0.1551 0.1052 0.12



two) 10
Properties=species:S:1:pos:R:3:lowdin_charge:R:1 method="wB97M-V/def2-TZVPD" e_homo_ev=-10.46 gap_ev=11.10 lumo_energy_ev=0.64
C 1.2424 -0.3661 0.0382 -0.50
C 0.0264 0.6700 0.4423 -0.24
N -1.2337 0.0005 -0.0994 0.05
O 2.3357 0.0047 0.1706 0.16
O 0.8617 -1.5896 -0.3379 0.09
F 0.2329 1.7998 -0.3047 0.01
H -0.0910 0.8084 1.5736 0.17
H -1.1661 -0.0540 -1.1405 0.11
H -0.1448 -1.7063 -0.4550 0.14
H -2.0635 0.4327 0.1128 0.03



Pick two): it beats the second-best structure by 322.3 kJ/mol.



one) 18
Properties=species:S:1:pos:R:3:lowdin_charge:R:1 method="wB97M-V/def2-TZVPD" e_homo_ev=-8.89 gap_ev=9.58 lumo_energy_ev=0.69
C 0.9548 -1.4369 0.5026 -0.73
C 0.4997 0.7225 0.0208 -0.40
C -0.8167 0.8604 -0.7590 -0.07
C -1.9346 1.2264 0.1921 -0.53
C 1.7061 0.4783 -0.9203 -0.42
H 1.6596 -3.2928 0.9920 0.08
H 0.4272 -2.6693 1.9994 0.10
H 0.6597 1.6638 0.5776 0.14
H -1.0689 -0.0525 -1.2923 0.12
H -0.7395 1.6963 -1.4798 0.14
H -3.7026 0.7980 0.6183 0.12
H 1.5303 0.9081 -1.9284 0.08
H 2.6424 0.8844 -0.5183 0.08
N 0.8734 -2.6726 1.0888 0.08
N 0.3914 -0.3913 0.9505 0.07
O -3.0485 0.4966 -0.0285 0.10
O -1.8875 2.1021 1.0166 0.10
S 1.8536 -1.3215 -1.0321 0.92



two) 18
Properties=species:S:1:pos:R:3:lowdin_charge:R:1 method="wB97M-V/def2-TZVPD" e_homo_ev=-8.94 gap_ev=9.61 lumo_energy_ev=0.67
C -0.3563 -0.7832 1.1690 -0.56
C -0.9312 1.2016 -0.7978 -0.64
C 0.0455 0.5938 1.5466 -0.39
C 0.4578 1.0686 -0.9775 -0.70
C 0.9144 0.2936 -2.1416 -0.06
N -0.3575 -1.0502 -0.0533 0.08
N -0.7162 -1.6427 2.1696 0.13
O -1.9121 0.6835 -0.5820 0.20
O -0.3158 2.2715 -1.2627 0.13
S 1.3995 1.2464 0.5378 1.00
H -0.8142 1.2697 1.3707 0.10
H 0.2473 0.6341 2.5969 0.07
H 1.9444 0.5072 -2.5317 0.09
H 0.1037 0.4664 -2.9176 0.12
H 1.0590 -0.8376 -1.9650 0.10
H -0.6826 -2.0652 -0.3053 0.14
H -0.8014 -1.2828 3.1070 0.09
H -1.0225 -2.6018 2.0465 0.10



three) 18
Properties=species:S:1:pos:R:3:lowdin_charge:R:1 method="wB97M-V/def2-TZVPD" e_homo_ev="-8.44 / -8.45" gap_ev="8.43 / 8.43" lumo_energy_ev="-0.01 / -0.02"
C -2.7345 0.4601 0.0763 -0.12
C -1.7622 1.2479 0.4034 0.04
C 1.0984 1.3890 -1.0129 -0.12
C 0.2655 0.2985 -0.4539 -0.49
C -0.4187 -2.0183 0.4474 -0.40
N 1.5164 0.6611 0.1244 -0.01
N 2.7114 0.0350 0.3389 -0.42
O 3.6867 0.5706 -0.1113 0.10
O 2.6143 -0.9227 1.0514 0.09
S -0.2682 -1.2316 -1.1914 0.87
H -3.7119 0.6151 0.3657 0.03
H -2.6588 -0.2966 -0.7056 0.03
H -1.5273 2.2148 0.9241 0.07
H 1.7527 1.4636 -1.9335 0.14
H 0.8787 2.3750 -0.8407 0.07
H -0.6221 -3.1780 0.2897 0.09
H -1.1945 -1.7068 1.0931 0.01
H 0.3742 -1.9768 1.1350 0.00



four) 18
Properties=species:S:1:pos:R:3:lowdin_charge:R:1 method="wB97M-V/def2-TZVPD" e_homo_ev=-6.91 gap_ev=7.53 lumo_energy_ev=0.62
C -1.7919 0.4515 -0.3200 -0.17
C -1.3191 1.4759 -1.0324 -0.47
C 2.6515 -0.4365 -0.3259 -0.53
C 0.5039 0.4327 0.4937 -0.58
C -0.4488 -1.5777 -0.6579 0.04
N 0.6027 0.8233 1.8334 0.01
N -0.7264 -0.3690 0.2275 -0.16
O 2.9756 -0.4901 0.7636 0.17
O 2.4198 -0.4777 -1.4610 0.14
S 0.2775 1.9453 -0.6960 0.91
H -2.7833 0.0924 -0.2704 0.10
H -1.9024 2.2535 -1.5315 0.07
H -0.1655 -2.4398 -0.0409 0.11
H -1.2282 -1.8248 -1.2592 0.06
H 0.4273 -1.2949 -1.2206 0.07
H -0.0714 1.3334 2.2557 0.02
H 1.5590 0.9111 2.1907 0.08
H -0.9805 -0.8084 1.0512 0.13



Pick one): it beats the second-best structure by 376.5 kJ/mol.